ORCA calculation (ωB97M-V/def2-TZVPD) on 13 unconnected molecules or ions with the total composition C52H143N13O13 in a non-equilibrium geometry.

Structure (XYZ):
```
221
C52H143N13O13 | OMol25 | ωB97M-V/def2-TZVPD
C -3.1995 2.8950 3.8455
C -4.5925 3.3649 3.4399
C -5.1994 4.1652 4.5650
O -6.4771 4.6037 4.0913
C -7.0423 5.5710 5.0154
N -4.4576 4.1113 2.1593
H -3.2091 2.4507 4.8931
H -2.4997 3.7350 3.7431
H -2.8818 2.0845 3.1945
H -5.2724 2.5411 3.2672
H -4.5151 5.0119 4.8834
H -5.2891 3.6046 5.5604
H -6.2604 6.2597 5.2761
H -7.4727 5.1425 5.9418
H -7.8057 6.0812 4.4735
H -3.8251 4.9082 2.2155
H -5.3673 4.4841 1.9440
C 3.5476 -0.0136 -2.3627
C 3.6224 0.6994 -1.0287
C 5.0550 1.1786 -0.8205
O 5.8232 0.0055 -0.7428
C 7.2098 0.2739 -0.7045
N 2.6398 1.8644 -0.9360
H 3.7909 0.6682 -3.1864
H 2.5678 -0.4619 -2.5434
H 4.2309 -0.8349 -2.4753
H 3.3461 0.0841 -0.1642
H 5.2224 1.7169 0.0943
H 5.3071 1.8581 -1.6066
H 7.4144 1.0735 0.0135
H 7.4415 0.7474 -1.7172
H 7.7553 -0.6199 -0.5498
H 2.9184 2.5688 -1.6512
H 1.6720 1.5667 -1.2120
C -3.4224 1.5320 -6.8859
C -3.3575 0.0954 -6.3977
C -2.5760 -0.7438 -7.4926
O -3.2350 -0.6580 -8.7143
C -2.9395 -1.6952 -9.5851
N -2.5033 -0.0334 -5.1974
H -3.9077 2.1581 -6.0768
H -4.0135 1.6395 -7.8370
H -2.3685 1.8374 -7.0449
H -4.3267 -0.3840 -6.3175
H -2.6345 -1.7530 -7.0875
H -1.5735 -0.3416 -7.5295
H -3.0879 -2.6964 -9.1254
H -1.9211 -1.7015 -9.9681
H -3.5565 -1.5779 -10.4683
H -1.6383 0.4824 -5.3961
H -2.8433 0.4636 -4.3592
C 6.9002 0.8153 3.5076
C 6.3791 -0.5867 3.6101
C 4.8985 -0.4825 3.9427
O 4.6732 0.4345 4.9858
C 3.3723 0.5010 5.4793
N 6.5761 -1.3129 2.3761
H 6.6952 1.4052 4.4089
H 6.3808 1.3920 2.6930
H 7.9713 0.8983 3.3325
H 6.8923 -1.0584 4.4422
H 4.5492 -1.5250 4.2095
H 4.3200 -0.1998 2.9627
H 2.5380 0.7350 4.7793
H 3.3890 1.2207 6.2979
H 3.1175 -0.4107 5.9466
H 5.8893 -0.9103 1.7113
H 6.0342 -2.1707 2.4219
C 0.0538 -2.7859 -2.4330
C 0.2866 -3.7483 -3.5892
C 0.2362 -2.9670 -4.9398
O 1.2144 -1.9505 -5.0003
C 1.1303 -1.2093 -6.1779
N 1.6389 -4.4125 -3.4469
H -0.8780 -2.2212 -2.5926
H 0.9186 -2.0906 -2.4350
H -0.0186 -3.2092 -1.4459
H -0.4265 -4.5113 -3.7802
H -0.8014 -2.5212 -5.0752
H 0.4486 -3.6071 -5.7779
H 2.0826 -0.6831 -6.3086
H 0.2640 -0.5395 -6.1973
H 1.0508 -1.9678 -7.0600
H 2.3149 -3.6674 -3.6782
H 1.7335 -4.7242 -2.4889
C -2.3016 -6.9614 2.3661
C -1.9955 -6.2639 0.9410
C -0.7848 -5.3540 1.0371
O -1.0095 -4.1363 1.7118
C -1.9991 -3.3698 1.0659
N -1.7162 -7.2986 0.0027
H -1.4016 -7.3958 2.8083
H -3.0780 -7.7323 2.2889
H -2.7488 -6.2728 3.0569
H -2.8992 -5.7514 0.6198
H -0.4913 -5.0270 -0.0017
H 0.0956 -5.7918 1.5098
H -1.7708 -3.2445 -0.0098
H -1.9211 -2.3796 1.5197
H -3.0316 -3.7545 1.1712
H -2.5041 -7.9846 -0.2005
H -1.3433 -6.8209 -0.8469
C 3.1051 -3.0265 -0.1796
C 2.3466 -3.3511 1.0896
C 2.5707 -4.7607 1.5674
O 2.2452 -5.7274 0.4923
C 2.2798 -7.0589 0.8804
N 2.7694 -2.4042 2.1408
H 2.5097 -2.4098 -0.7604
H 3.3378 -3.9231 -0.7374
H 3.9851 -2.4856 0.1145
H 1.2441 -3.4133 0.9217
H 1.8100 -4.9506 2.3607
H 3.6156 -4.8600 1.9934
H 1.5168 -7.3300 1.7046
H 3.2902 -7.3011 1.2867
H 1.9804 -7.6633 0.0385
H 2.6659 -1.4137 1.7686
H 2.2672 -2.6254 2.9903
C -0.4111 3.5382 -3.4274
C 0.1046 3.6764 -4.8399
C 1.4490 2.9819 -5.0076
O 2.4567 3.5251 -4.1463
C 3.7485 3.2429 -4.6536
N -0.7025 2.8662 -5.7905
H -0.3875 2.5137 -2.9509
H -1.4522 3.7349 -3.2531
H 0.2207 4.2430 -2.8474
H 0.1914 4.7323 -5.1807
H 1.8498 3.0510 -6.0146
H 1.4375 1.8222 -4.7922
H 4.0688 2.2102 -4.6285
H 4.4437 3.8763 -4.1599
H 3.7651 3.5131 -5.7263
H -0.3836 2.7808 -6.7347
H -1.6590 3.2986 -5.7832
C -0.3271 -0.4085 2.8536
C 0.0952 -0.1099 1.4138
C -1.0443 0.6989 0.7789
O -0.7995 1.2331 -0.5227
C -0.7910 0.2144 -1.5030
N 1.2930 0.6639 1.4959
H -0.5136 0.6060 3.2671
H 0.5306 -0.9225 3.3956
H -1.2160 -1.0106 3.0324
H 0.2280 -1.0625 0.9250
H -1.1267 1.5714 1.4008
H -1.9170 0.0931 0.8067
H 0.1932 0.2123 -1.9475
H -1.5563 0.3408 -2.3720
H -1.0030 -0.7279 -1.0493
H 1.2574 1.3081 2.2964
H 1.4149 1.3067 0.7001
C 1.9941 -4.8476 6.2728
C 0.9351 -4.8599 5.1418
C -0.4444 -5.4536 5.4967
O -0.8041 -5.0168 6.7706
C -2.0027 -5.5812 7.3358
N 0.7589 -3.4878 4.6698
H 2.7878 -4.1609 6.0821
H 2.3753 -5.8216 6.4798
H 1.4963 -4.4386 7.1848
H 1.3681 -5.3754 4.2186
H -0.4705 -6.5486 5.4686
H -1.1373 -5.1080 4.7352
H -1.8911 -6.6882 7.5527
H -2.8787 -5.3950 6.7124
H -2.1407 -5.0400 8.2683
H -0.1678 -3.3731 4.2325
H 0.7529 -2.8850 5.4838
C -6.2823 0.6919 -4.4734
C -5.9398 -0.6985 -4.0386
C -5.7756 -0.6543 -2.5486
O -4.5636 0.0369 -2.2923
C -4.5304 0.4793 -0.9474
N -6.8709 -1.6506 -4.5165
H -6.7108 0.7601 -5.4790
H -5.3823 1.3285 -4.3876
H -7.1024 1.0486 -3.7812
H -4.9984 -1.0123 -4.4781
H -5.5441 -1.6519 -2.2141
H -6.6144 -0.2928 -1.9884
H -4.5381 -0.3528 -0.2471
H -5.3409 1.2247 -0.6800
H -3.5322 0.9640 -0.7498
H -7.8852 -1.4805 -4.3730
H -6.7411 -2.5879 -4.1494
C 5.1824 4.4673 3.7328
C 4.1331 3.4301 3.4160
C 2.8220 3.9102 3.9645
O 1.7792 3.0430 3.6310
C 0.5161 3.6267 3.7231
N 4.0681 3.2706 1.9175
H 6.1230 4.1045 3.3654
H 5.2866 4.6582 4.8311
H 4.8897 5.3755 3.2645
H 4.3318 2.4454 3.8708
H 2.6875 4.9241 3.5549
H 2.8872 4.1070 5.0067
H -0.2224 2.8471 3.6236
H 0.2868 4.3102 2.9118
H 0.4153 4.1670 4.6654
H 3.6098 2.3954 1.6154
H 3.3667 3.8954 1.5155
C 0.5167 5.1372 -0.1440
C -0.8881 5.2984 0.3326
C -1.4383 6.6683 0.2067
O -2.5738 6.7461 1.0252
C -3.6194 7.5285 0.5300
N -1.7961 4.3875 -0.3938
H 1.1408 5.7784 0.4685
H 0.7194 5.4496 -1.1816
H 0.9518 4.1019 -0.0960
H -1.0143 5.1326 1.4474
H -1.8391 6.7986 -0.8452
H -0.7283 7.4696 0.4529
H -4.5766 7.2897 0.9684
H -3.7463 7.4037 -0.5577
H -3.4614 8.6265 0.7166
H -2.6994 4.3955 0.1301
H -1.5041 3.4272 -0.2920
```

## Properties
Electronic energy ... -102222.822 eV
E_LUMO ... 0.4 eV
F_max ... 3.226 eV/Å
Kohn-Sham gap ... 8.94 eV
HOMO level ... -0.3140 hartree